Record 1
{"formula": "C4H15N3O", "method": "the ωB97M-V functional and the def2-TZVPD basis", "elements": ["C", "C", "N", "N", "N", "H", "H", "H", "H", "H", "H", "H", "H", "H", "C", "C", "O", "H", "H", "H", "H", "H", "H"], "coordinates": [[0.563, 1.578, -0.771], [-0.290, 0.780, -1.760], [1.651, 0.766, -0.315], [1.109, 2.739, -1.414], [-0.235, 2.100, 0.438], [2.228, 1.276, 0.342], [1.315, -0.078, 0.131], [0.370, 3.348, -1.752], [1.618, 3.265, -0.698], [-0.583, 1.345, 1.020], [-1.043, 2.636, 0.134], [0.343, 0.458, -2.579], [-0.721, -0.094, -1.278], [-1.088, 1.402, -2.155], [-0.655, -2.659, 0.563], [-0.733, -1.642, 1.697], [-0.468, -3.975, 1.029], [0.340, -4.007, 1.553], [-1.599, -2.682, 0.013], [0.146, -2.383, -0.140], [-1.484, -1.953, 2.420], [-1.007, -0.663, 1.310], [0.226, -1.559, 2.211]], "forces_ev_per_angstrom": [[-1.1, 0.5, 1.0], [0.4, 0.3, 0.2], [0.2, -0.3, 0.0], [0.5, 0.4, -0.2], [0.5, -0.5, -0.6], [0.0, 0.0, 0.1], [0.0, 0.0, 0.1], [0.0, -0.1, 0.0], [-0.2, -0.1, -0.4], [0.0, 0.0, -0.1], [0.0, 0.0, -0.1], [0.0, -0.1, -0.1], [-0.1, -0.1, 0.1], [-0.2, 0.0, 0.0], [0.0, 0.4, 0.0], [0.0, -0.3, -0.2], [0.1, -0.3, 0.2], [0.0, 0.0, -0.1], [0.1, 0.1, 0.0], [-0.2, 0.0, 0.0], [-0.1, 0.0, 0.0], [0.0, 0.1, 0.0], [0.1, 0.0, 0.0]], "gap_ev": 10.30, "lumo_ev": 0.8, "homo_energy_ev": -9.52, "smiles": "CC(N)(N)N.CCO"}

=====

Record 2
{"formula": "C4H15N3O", "method": "the ωB97M-V functional and the def2-TZVPD basis", "elements": ["C", "N", "C", "C", "N", "C", "N", "H", "H", "H", "H", "H", "H", "H", "H", "H", "H", "H", "H", "H", "H", "H", "O"], "coordinates": [[1.196, 1.276, -0.250], [0.505, 0.017, -0.440], [1.174, -1.121, 0.207], [0.608, -2.448, -0.293], [-0.540, -2.819, 0.565], [0.608, 2.378, -1.150], [-0.434, 3.186, -0.542], [2.255, 1.164, -0.487], [1.134, 1.621, 0.796], [-0.454, 0.010, -0.118], [1.012, -1.060, 1.295], [2.243, -1.080, -0.006], [0.174, -2.267, -1.272], [1.400, -3.197, -0.293], [-0.818, -3.787, 0.427], [-0.246, -2.749, 1.536], [0.228, 1.903, -2.055], [1.414, 3.036, -1.486], [-0.167, 3.465, 0.393], [-1.318, 2.698, -0.475], [-3.378, -0.246, 1.293], [-2.149, -1.044, 0.996], [-2.420, -0.203, 1.400]], "forces_ev_per_angstrom": [[-0.6, 0.5, 0.0], [0.7, -1.0, -0.2], [-0.5, 0.4, -0.3], [-0.7, 0.4, 0.6], [0.1, 0.0, 0.3], [0.3, -0.2, 0.1], [-0.2, 0.2, -0.1], [0.0, -0.3, 0.0], [0.2, 0.1, 0.0], [0.0, 0.5, 0.0], [0.4, -0.2, 0.1], [0.0, 0.1, 0.0], [0.5, -0.2, -0.4], [0.0, -0.2, -0.2], [0.0, 0.2, -0.1], [-0.1, -0.1, -0.1], [-0.1, 0.0, 0.0], [0.0, 0.1, 0.2], [0.0, 0.0, 0.0], [0.1, -0.1, 0.0], [0.0, 0.3, 0.1], [0.3, 0.0, 0.1], [-0.2, -0.4, -0.3]], "gap_ev": 9.50, "lumo_ev": 0.9, "homo_energy_ev": -8.56, "smiles": "NCCNCCN.O"}

=====

Record 3
{"formula": "C4H15N3O", "method": "the ωB97M-V functional and the def2-TZVPD basis", "elements": ["C", "N", "C", "C", "N", "C", "N", "H", "H", "H", "H", "H", "H", "H", "H", "H", "H", "H", "H", "H", "H", "H", "O"], "coordinates": [[0.722, 1.553, -0.334], [0.232, 0.216, -0.540], [1.189, -0.924, -0.586], [0.410, -2.201, -0.868], [-0.005, -2.806, 0.390], [-0.344, 2.630, -0.630], [-1.446, 2.690, 0.320], [1.471, 1.643, -1.143], [1.245, 1.878, 0.567], [-0.585, -0.008, 0.044], [1.650, -0.864, 0.410], [1.897, -0.613, -1.358], [-0.437, -1.929, -1.489], [1.130, -2.861, -1.370], [-0.440, -3.706, 0.205], [0.792, -3.072, 0.952], [-0.667, 2.532, -1.668], [0.227, 3.562, -0.664], [-1.029, 2.701, 1.243], [-2.037, 1.876, 0.224], [-1.940, -0.559, 2.391], [-1.015, -1.314, 1.750], [-1.020, -0.423, 2.154]], "forces_ev_per_angstrom": [[0.4, 0.4, -3.0], [1.0, 0.0, 3.2], [-1.3, 1.7, -0.8], [1.7, -0.3, 0.5], [-0.8, -0.2, 0.2], [-0.3, 0.3, -0.1], [1.1, -0.1, -0.7], [0.2, 0.2, 0.4], [-0.2, -1.0, 0.7], [-0.5, 0.1, -0.3], [0.2, -0.3, -0.1], [0.3, -0.5, 0.1], [-0.1, -0.4, -0.2], [-0.5, 0.1, -0.5], [-0.3, 0.2, -0.1], [0.3, 0.2, 0.1], [-0.4, -0.2, 0.2], [-0.2, 0.1, 0.4], [-0.5, 0.0, 0.3], [-0.2, 0.1, 0.2], [-0.7, 1.2, 0.8], [1.4, -0.2, -0.2], [-0.7, -1.2, -0.9]], "total_charge": 1, "gap_ev": [10.92, 5.76], "lumo_ev": [-2.6, -7.6], "homo_energy_ev": [-13.54, -13.37], "spin_multiplicity": 2}

=====

Record 4
{"formula": "C4H15N3S", "method": "the ωB97M-V functional and the def2-TZVPD basis", "elements": ["C", "C", "S", "N", "H", "H", "H", "H", "H", "H", "H", "C", "C", "N", "N", "H", "H", "H", "H", "H", "H", "H", "H"], "coordinates": [[-2.373, -0.309, 1.227], [-1.756, 0.920, 1.883], [-0.298, 1.437, 0.890], [-3.693, -0.598, 1.754], [-2.413, -0.152, 0.149], [-1.667, -1.150, 1.320], [-2.456, 1.748, 1.807], [-1.477, 0.700, 2.908], [0.021, 2.488, 1.661], [-4.132, -1.280, 1.156], [-3.651, -1.013, 2.668], [2.705, 0.080, -1.510], [1.422, -0.738, -1.526], [1.419, -1.700, -0.419], [2.644, 1.093, -2.578], [2.836, 0.562, -0.531], [3.557, -0.571, -1.694], [0.587, -0.028, -1.525], [1.420, -1.269, -2.478], [0.697, -2.386, -0.579], [1.125, -1.199, 0.411], [1.949, 1.799, -2.380], [3.534, 1.567, -2.613]], "forces_ev_per_angstrom": [[0.9, -0.3, -0.1], [0.0, 0.1, -0.7], [0.0, -0.1, 0.4], [-0.2, 0.2, -0.4], [-0.4, 0.2, -0.1], [0.0, 0.0, 0.2], [-0.2, -0.1, 0.4], [0.0, 0.2, 0.1], [0.0, -0.1, -0.1], [-0.3, -0.1, -0.1], [0.1, -0.1, 0.3], [-0.4, 0.6, -0.1], [0.6, 0.0, -0.2], [-0.2, 0.4, -0.1], [0.3, -0.4, 0.0], [0.0, -0.3, 0.1], [0.0, 0.0, 0.0], [-0.2, -0.1, 0.0], [-0.2, -0.1, 0.0], [-0.1, -0.3, -0.1], [0.1, 0.0, 0.3], [-0.1, 0.0, 0.1], [0.1, 0.2, -0.2]], "gap_ev": 9.83, "lumo_ev": 0.7, "homo_energy_ev": -9.12, "smiles": "NCCN.NCCS"}

=====

Record 5
{"formula": "C4H15N3S", "method": "the ωB97M-V functional and the def2-TZVPD basis", "elements": ["C", "C", "S", "N", "H", "H", "H", "H", "H", "H", "H", "N", "C", "C", "N", "H", "H", "H", "H", "H", "H", "H", "H"], "coordinates": [[-1.728, -0.458, 0.918], [-2.214, -1.173, -0.340], [-0.884, -2.280, -0.951], [-2.788, 0.379, 1.479], [-1.330, -1.193, 1.624], [-0.878, 0.180, 0.665], [-3.110, -1.750, -0.122], [-2.372, -0.412, -1.092], [-1.598, -2.615, -2.034], [-3.293, -0.122, 2.200], [-2.381, 1.193, 1.920], [1.170, 2.078, 0.670], [2.028, 0.924, 0.365], [1.658, 0.365, -0.996], [2.238, -0.942, -1.243], [1.407, 2.831, 0.029], [1.425, 2.441, 1.583], [1.868, 0.155, 1.119], [3.101, 1.164, 0.373], [0.569, 0.297, -1.065], [1.897, 1.132, -1.755], [1.965, -1.262, -2.162], [3.249, -0.932, -1.186]], "forces_ev_per_angstrom": [[0.3, -0.1, -0.1], [0.7, 0.2, 0.4], [-0.5, 0.1, -0.1], [0.1, -0.1, 0.1], [-0.1, -0.1, 0.1], [-0.1, 0.0, -0.1], [-0.1, 0.1, -0.1], [-0.4, 0.0, -0.2], [0.2, -0.2, 0.0], [0.0, 0.0, -0.1], [-0.1, 0.0, 0.0], [0.4, 0.1, 0.1], [-0.1, -0.1, -0.1], [-0.3, 0.6, -0.3], [0.0, 0.0, 0.1], [-0.2, 0.0, -0.1], [-0.1, -0.1, 0.0], [-0.1, -0.1, 0.1], [0.0, 0.0, 0.1], [0.0, -0.3, 0.2], [0.3, -0.1, 0.0], [0.1, -0.2, 0.1], [0.0, 0.1, -0.1]], "gap_ev": 9.71, "lumo_ev": 1.0, "homo_energy_ev": -8.74, "smiles": "NCCN.NCCS"}

=====

Record 6
{"formula": "C4H15N4", "method": "the ωB97M-V functional and the def2-TZVPD basis", "elements": ["C", "C", "C", "C", "N", "N", "N", "N", "H", "H", "H", "H", "H", "H", "H", "H", "H", "H", "H", "H", "H", "H", "H"], "coordinates": [[-3.252, -1.104, 0.128], [2.869, 0.665, 0.782], [1.835, -1.325, -0.336], [-1.079, 1.541, -0.270], [0.028, 1.257, -0.487], [-2.135, 2.063, 0.191], [-1.897, -0.631, -0.031], [2.340, 0.163, -0.486], [-3.903, -1.175, -0.689], [-3.398, -1.943, 0.747], [-3.727, -0.272, 0.632], [2.165, 0.684, 1.666], [3.891, 0.247, 1.084], [3.177, 1.682, 0.522], [1.339, -1.451, -1.312], [2.883, -1.802, -0.125], [1.146, -1.170, 0.514], [1.117, 0.664, -0.544], [-1.402, -1.104, -0.788], [-2.102, 2.947, 0.550], [-2.923, 1.468, 0.199], [-1.441, -0.872, 0.795], [2.939, 0.462, -1.315]], "forces_ev_per_angstrom": [[-0.6, 1.8, 1.2], [2.2, 1.0, 0.4], [3.4, 2.8, -0.6], [3.9, -1.1, 0.0], [-1.1, 0.5, -0.5], [-1.5, -1.3, -0.8], [-0.6, -0.7, -2.4], [-1.9, -0.5, 0.0], [-0.1, -0.4, -2.0], [0.1, -1.2, 0.7], [-0.6, 0.1, 0.8], [0.6, -0.3, -1.3], [-1.6, -0.2, -0.3], [-0.4, 0.3, 0.6], [0.3, -1.0, 0.7], [-2.7, -0.3, -0.4], [0.4, -1.0, -0.4], [1.7, 0.4, -0.3], [-0.2, 0.1, 0.2], [-0.3, 2.7, 1.1], [-1.1, -0.1, 0.2], [1.2, -0.3, 1.6], [-1.0, -1.1, 1.5]], "total_charge": 1, "gap_ev": 10.89, "lumo_ev": -2.6, "homo_energy_ev": -13.46}

=====

Record 7
{"formula": "C4H15N4", "method": "the ωB97M-V functional and the def2-TZVPD basis", "elements": ["C", "C", "N", "N", "H", "H", "H", "H", "H", "H", "H", "N", "C", "C", "N", "H", "H", "H", "H", "H", "H", "H", "H"], "coordinates": [[-1.674, -0.855, 0.665], [-2.833, -0.466, 0.155], [-3.751, -1.314, -0.478], [-0.793, 0.017, 1.413], [-1.293, -1.858, 0.509], [-3.196, 0.535, 0.334], [-4.161, -0.926, -1.316], [-3.359, -2.223, -0.699], [-0.169, 0.935, 0.053], [-0.308, -0.521, 2.120], [-1.339, 0.700, 1.933], [3.802, -0.123, -0.130], [2.389, -0.118, -0.457], [1.865, 1.301, -0.270], [0.431, 1.371, -0.695], [4.339, 0.335, -0.857], [4.159, -1.068, -0.079], [1.867, -0.760, 0.246], [2.157, -0.465, -1.470], [1.873, 1.589, 0.774], [2.412, 2.039, -0.846], [0.117, 2.329, -0.843], [0.286, 0.871, -1.573]], "forces_ev_per_angstrom": [[0.4, -0.1, 0.0], [-0.4, -0.3, -0.1], [0.4, 0.0, -0.2], [-0.4, 0.1, 0.0], [0.0, 0.0, 0.0], [-0.1, 0.2, 0.0], [-0.2, 0.1, 0.1], [-0.1, 0.1, 0.1], [0.2, -0.4, 0.4], [0.2, 0.0, 0.0], [0.0, 0.0, 0.0], [0.0, 0.0, -0.2], [0.2, 0.3, 0.1], [-0.2, 0.0, 0.0], [-0.2, 0.2, -0.5], [0.0, 0.1, 0.0], [0.0, 0.0, 0.1], [-0.1, -0.2, 0.1], [-0.1, 0.0, -0.1], [0.2, 0.0, 0.2], [0.2, 0.0, -0.1], [0.1, 0.1, 0.0], [0.0, 0.0, 0.0]], "total_charge": 1, "gap_ev": 8.49, "lumo_ev": -3.0, "homo_energy_ev": -11.51}

=====

Record 8
{"formula": "C4H15N4", "method": "the ωB97M-V functional and the def2-TZVPD basis", "elements": ["C", "C", "N", "N", "H", "H", "H", "H", "H", "H", "H", "H", "C", "N", "C", "N", "H", "H", "H", "H", "H", "H", "H"], "coordinates": [[0.960, -2.104, -0.178], [2.091, -1.139, -0.539], [1.592, -0.054, -1.459], [1.481, -3.252, 0.549], [0.247, -1.523, 0.413], [0.514, -2.445, -1.116], [2.494, -0.612, 0.327], [2.901, -1.655, -1.046], [1.707, -0.351, -2.429], [2.192, 0.766, -1.400], [1.712, -2.953, 1.484], [0.773, -3.970, 0.659], [-2.367, 2.783, 1.544], [-0.912, 0.606, -0.982], [-1.110, 1.442, -0.012], [-2.266, 1.646, 0.622], [-3.325, 2.761, 2.056], [-2.254, 3.756, 1.071], [-1.614, 2.643, 2.321], [-1.694, -0.024, -1.145], [0.265, 0.284, -1.290], [-0.273, 1.979, 0.424], [-3.113, 1.415, 0.127]], "forces_ev_per_angstrom": [[0.5, 0.3, 0.0], [0.0, 0.5, -0.4], [-0.1, -0.2, -0.4], [-0.1, 0.1, -0.1], [-0.4, -0.1, -0.2], [-0.2, 0.0, 0.1], [0.0, -0.3, 0.1], [0.1, -0.2, 0.2], [-0.2, -0.1, 0.1], [-0.1, 0.0, 0.2], [0.2, -0.1, 0.3], [0.1, 0.0, -0.2], [0.0, -0.3, 0.7], [0.6, -0.3, 0.3], [-0.3, -0.5, 0.3], [0.2, 0.9, -0.4], [-0.1, -0.1, -0.1], [0.1, -0.1, -0.2], [0.0, 0.2, -0.1], [0.1, 0.2, -0.4], [-0.4, 0.2, 0.4], [0.1, 0.1, -0.3], [-0.1, -0.3, 0.0]], "total_charge": 1, "gap_ev": 10.02, "lumo_ev": -2.6, "homo_energy_ev": -12.67}

=====

We obtain ΔE to the lowest compared entry with this formula, charge and spin values of 54.6 76.9 38.9 11.3 12.6 371.7 155.5 110.3 kJ/mol for the records listed above, in that order.